Computed, not measured: a 3-piece molecular cluster, C2H9N2O overall, with ωB97M-V/def2-TZVPD.

Relative energy (zero: lowest compared OMol25 entry of this formula, charge and spin) in kJ/mol: 1004.7
Max |F| in eV/A: 2.5
HOMO-LUMO gap (spin up / spin down) in eV: 1.87 / 3.90
Multiplicity: 2
⟨S²⟩: 1.242
HOMO (spin up / spin down) in eV: -18.4 / -19.5
Electronic energy in Eh: -265.25799
LUMO (spin up / spin down) in Eh: -0.60667 / -0.57225
Net charge: +2

Last column: Mulliken spin population.
CARTESIAN COORDINATES (ANGSTROEM)
C (0.3997, -0.3648, -2.1469)  0.026
N (0.3906, 0.4413, -1.0034)  0.508
C (0.1138, 1.7545, -1.0419)  0.000
N (-0.2514, 2.3642, 0.0661)  0.447
H (0.9400, 0.1771, -2.9521)  0.064
H (-0.6160, -0.5764, -2.5426)  -0.031
H (0.8939, -1.3084, -1.9268)  0.001
H (-1.3144, -5.2373, 3.2264)  -0.062
H (0.3066, 2.3201, -1.9557)  0.068
H (-1.3816, -5.8607, 3.6353)  -0.055
H (-0.8113, 3.2205, -0.1560)  -0.005
H (-0.0055, 1.1542, 1.5447)  -0.008
H (0.8654, 1.2781, 2.9495)  -0.002
O (0.4702, 0.6377, 2.3034)  0.049

Computed, not measured: an isolated ion of composition C5H14ClN2 and charge +1, with ωB97M-V/def2-TZVPD.

Relative energy (zero: lowest compared OMol25 entry of this formula, charge and spin) in kJ/mol: 93.8
Max |F| in eV/A: 5.3
HOMO-LUMO gap in eV: 10.41
Multiplicity: 1
HOMO in eV: -13.7
Electronic energy in Eh: -768.30572
LUMO in Eh: -0.12152
Net charge: +1

Last column: natural (NBO) charge in e.
CARTESIAN COORDINATES (ANGSTROEM)
C (1.6499, 0.4580, 0.3328)  -0.709
C (0.6116, -1.1918, -1.4596)  -0.684
C (-1.0130, 1.4287, 1.0721)  -0.663
C (0.5461, -0.5221, -0.0205)  0.156
C (-1.0110, 0.5114, -0.1882)  0.294
N (-0.9901, 1.1946, -1.3678)  -0.862
N (0.2510, -1.4755, 1.1347)  -0.731
Cl (-2.3267, -0.8797, 0.0568)  -0.183
H (1.5173, 0.9570, 1.3854)  0.243
H (2.6878, -0.0904, 0.2435)  0.243
H (1.5794, 1.2455, -0.5354)  0.275
H (-0.4761, -1.6135, -1.4689)  0.241
H (0.8394, -0.3139, -2.1986)  0.273
H (1.3881, -2.0489, -1.4824)  0.241
H (-1.0120, 0.8341, 1.9784)  0.213
H (-0.1741, 2.1218, 0.8191)  0.246
H (-1.8785, 1.9506, 1.0963)  0.235
H (-1.2935, 0.6979, -2.3057)  0.423
H (-1.6283, 1.9403, -1.1948)  0.392
H (-0.1602, -1.0789, 1.9864)  0.453
H (1.1990, -1.8256, 1.3315)  0.437
H (-0.3062, -2.2994, 0.7849)  0.467

Computed, not measured: C17H30BCaFI2N2O6 as an isolated structure, with ωB97M-V/def2-TZVPD.

Max |F| in eV/A: 6.1
HOMO-LUMO gap in eV: 5.96
Multiplicity: 1
HOMO in eV: -13.4
Electronic energy in Eh: -2623.92143
LUMO in Eh: -0.27362
Net charge: +2

Last column: natural (NBO) charge in e.
CARTESIAN COORDINATES (ANGSTROEM)
C (1.3236, 3.3526, -2.4867)  -0.597
C (0.3865, 2.1477, -2.1316)  -0.468
C (1.0612, 1.3712, -1.0068)  0.223
F (1.3451, 2.2822, -0.0068)  -0.362
C (0.3642, 0.1612, -0.4130)  0.215
O (-0.0854, -0.9221, -1.2093)  -0.729
B (0.2574, -1.1254, -2.5322)  1.295
O (1.3391, -1.8941, -2.9613)  -0.949
O (-0.5681, -0.6147, -3.4859)  -0.874
C (-0.8351, 0.4078, 0.5852)  -0.107
C (-1.7455, -0.8019, 0.9830)  -0.246
N (-1.9300, -1.0765, 2.3951)  -0.835
C (-1.7222, 1.6090, 0.1969)  -0.424
C (-2.8382, 1.9897, 1.1703)  -0.438
C (-4.2601, 1.8521, 0.5650)  -0.058
O (-4.3393, 0.8466, -0.4216)  -0.562
C (-5.3137, -0.1712, -0.1800)  -0.251
C (-0.1037, 0.7649, 1.8820)  0.849
O (-0.1988, 1.6101, 2.6247)  -0.486
O (0.8840, -0.2628, 1.9743)  -0.639
C (1.3809, -0.5172, 0.6562)  0.210
C (1.4239, -2.0950, 0.6960)  -0.248
N (2.4627, -2.4909, 1.7148)  -0.749
C (1.8641, -3.4959, 2.6410)  -0.425
C (2.8456, 0.0485, 0.7789)  -0.253
I (3.3397, 1.2274, 2.5893)  0.255
C (3.8886, -0.1087, -0.0973)  -0.235
C (3.7083, -0.8830, -1.3718)  -0.722
I (5.8796, 0.6918, 0.2606)  0.285
H (1.0067, 4.2746, -2.0146)  0.229
H (1.2545, 3.5050, -3.5600)  0.228
H (2.3574, 3.1055, -2.2602)  0.189
H (-0.5681, 2.5876, -1.8751)  0.241
H (0.2821, 1.5913, -3.0581)  0.245
H (2.0352, 1.0898, -1.4046)  0.157
H (1.0092, -2.6398, -3.4838)  0.513
H (-0.5157, -1.1453, -4.2928)  0.503
H (-2.7328, -0.5950, 0.5773)  0.246
H (-1.4748, -1.7551, 0.5351)  0.207
H (-1.1510, -1.5232, 2.8508)  0.355
H (-2.3524, -0.3379, 2.9355)  0.380
H (-2.0704, 1.4382, -0.8203)  0.243
H (-1.0614, 2.4692, 0.1184)  0.213
H (-2.7407, 3.0506, 1.3841)  0.233
H (-2.8171, 1.5029, 2.1434)  0.196
H (-4.9867, 1.7593, 1.3721)  0.186
H (-4.4779, 2.8047, 0.0747)  0.180
H (-5.7150, -0.1670, 0.8307)  0.182
H (-4.8174, -1.1373, -0.3132)  0.172
H (-6.0783, -0.1053, -0.9514)  0.197
H (1.6194, -2.5376, -0.2776)  0.235
H (0.4913, -2.4973, 1.0636)  0.250
H (3.2642, -2.9061, 1.2259)  0.338
H (1.5331, -4.3459, 2.0488)  0.223
H (2.5614, -3.8194, 3.4144)  0.211
H (0.9929, -3.0840, 3.1382)  0.235
H (3.1705, -0.3386, -2.1410)  0.273
H (4.6946, -1.0537, -1.7982)  0.260
H (3.2570, -1.8647, -1.2580)  0.252
Ca (4.2155, -1.2292, 2.3869)  1.751

Computed, not measured: the molecule C19H22N4O4, with ωB97M-V/def2-TZVPD.

Relative energy (zero: lowest compared OMol25 entry of this formula, charge and spin) in kJ/mol: 528.0
Max |F| in eV/A: 1.2
HOMO-LUMO gap in eV: 7.01
Multiplicity: 1
HOMO in eV: -7.5
Electronic energy in Eh: -1257.09607
LUMO in Eh: -0.01820

Last column: natural (NBO) charge in e.
CARTESIAN COORDINATES (ANGSTROEM)
C (4.3563, 0.8951, 0.3224)  -0.257
H (3.9866, 1.4601, 1.1836)  0.178
O (4.0568, -0.4792, 0.4406)  -0.470
C (2.8753, -0.9183, 0.8995)  0.342
C (2.8779, -2.2581, 1.3206)  -0.262
C (1.7701, -2.8437, 1.8825)  -0.120
C (0.6064, -2.1012, 2.0978)  -0.176
C (0.5945, -0.7708, 1.7333)  -0.137
C (1.6832, -0.1934, 1.0753)  -0.019
N (1.4133, 1.0801, 0.4839)  0.517
O (0.7071, 1.8670, 1.0865)  -0.375
O (1.8300, 1.2748, -0.6486)  -0.401
H (-0.2687, -0.1454, 1.9031)  0.253
C (-0.5878, -2.7748, 2.7007)  0.666
O (-0.4979, -3.5318, 3.6465)  -0.600
N (-1.7824, -2.4976, 2.1200)  -0.609
C (-2.0152, -1.6845, 0.9915)  0.084
C (-1.2741, -1.8384, -0.1746)  -0.217
C (-1.3983, -0.9402, -1.2139)  -0.235
C (-2.2891, 0.1407, -1.1433)  0.175
C (-3.1107, 0.2085, -0.0065)  -0.243
C (-2.9709, -0.6749, 1.0402)  -0.211
H (-3.5964, -0.5736, 1.9152)  0.216
H (-3.8728, 0.9678, 0.0637)  0.214
N (-2.4344, 1.0615, -2.1601)  -0.425
C (-2.6492, 2.4606, -1.8449)  -0.212
H (-3.2340, 2.5729, -0.9352)  0.207
C (-1.3071, 3.1816, -1.6789)  -0.244
N (-0.5379, 3.0710, -2.9045)  -0.446
C (0.6947, 3.8267, -2.8443)  -0.408
H (0.4631, 4.8685, -2.6274)  0.197
H (1.1903, 3.7714, -3.8127)  0.196
H (1.3805, 3.4461, -2.0756)  0.181
C (-0.3003, 1.6765, -3.2262)  -0.246
C (-1.6491, 0.9668, -3.3722)  -0.220
H (-1.5206, -0.0745, -3.6641)  0.207
H (-2.2180, 1.4719, -4.1599)  0.206
H (0.2466, 1.6274, -4.1709)  0.201
H (0.3108, 1.1837, -2.4479)  0.183
H (-1.4850, 4.2404, -1.4769)  0.202
H (-0.7706, 2.7513, -0.8141)  0.183
H (-3.1993, 2.9123, -2.6758)  0.201
H (-0.7696, -1.0825, -2.0774)  0.211
H (-0.5687, -2.6521, -0.2555)  0.222
H (-2.5908, -2.8606, 2.6096)  0.412
H (1.7891, -3.8804, 2.1812)  0.237
H (3.7926, -2.8124, 1.1835)  0.235
H (5.4437, 0.9520, 0.2907)  0.200
H (3.9400, 1.3213, -0.5953)  0.211

Computed, not measured: a 8-piece molecular cluster, C7H26O8 overall, with ωB97M-V/def2-TZVPD.

Relative energy (zero: lowest compared OMol25 entry of this formula, charge and spin) in kJ/mol: 294.0
Max |F| in eV/A: 2.7
HOMO-LUMO gap in eV: 9.58
Multiplicity: 1
HOMO in eV: -9.3
Electronic energy in Eh: -884.12711
LUMO in Eh: 0.01084

Last column: natural (NBO) charge in e.
CARTESIAN COORDINATES (ANGSTROEM)
C (1.2223, -1.2444, -1.4078)  -0.079
O (2.0106, -0.0071, -1.2923)  -0.748
C (-0.2416, -0.9002, -1.3433)  -0.453
C (-0.7400, 0.0517, -2.4688)  -0.452
C (-1.0106, 1.4733, -2.0207)  -0.124
C (-0.7101, 2.0017, -0.8443)  -0.263
C (-0.7352, 3.4220, -0.4262)  -0.213
C (-1.1776, 3.8093, 0.7642)  -0.404
H (1.6050, -1.6539, -0.4962)  0.174
H (1.6550, -1.7767, -2.2488)  0.185
H (2.2067, 0.2918, -2.1855)  0.468
H (-0.5166, -0.5129, -0.3642)  0.226
H (-0.8719, -1.7877, -1.3474)  0.213
H (-1.6452, -0.4139, -2.8417)  0.222
H (0.0272, 0.1770, -3.2314)  0.227
H (-1.5444, 2.0322, -2.7855)  0.196
H (-0.2253, 1.3458, -0.1301)  0.204
H (-0.2294, 4.0810, -1.1236)  0.208
H (-1.6204, 3.0635, 1.4147)  0.199
H (-0.8977, 4.7715, 1.1690)  0.206
H (0.1678, -1.9068, -3.6443)  0.463
H (0.4644, -2.6282, -4.8958)  0.471
O (0.4152, -1.7229, -4.5567)  -0.930
H (-3.0205, -2.4878, 1.5586)  0.485
H (-4.5911, -2.6544, 1.4835)  0.482
O (-3.8066, -2.8046, 2.0120)  -0.949
H (0.3874, 3.1531, 2.6157)  0.474
H (1.2133, 3.1911, 1.2987)  0.485
O (1.2664, 3.0463, 2.2452)  -0.957
H (1.9716, -3.2020, 1.0904)  0.458
H (2.8865, -3.9143, 0.1627)  0.478
O (2.2331, -4.1002, 0.8519)  -0.934
H (3.7708, -1.3520, 0.4307)  0.486
H (4.9958, -2.0020, 1.2500)  0.486
O (4.4010, -2.0758, 0.5053)  -0.971
H (1.2697, 1.8746, 5.1812)  0.471
H (1.2948, 1.1007, 3.8257)  0.483
O (1.1095, 1.0219, 4.7663)  -0.954
H (-4.1302, -0.9936, 2.5045)  0.483
H (-4.7841, 0.3634, 2.4740)  0.464
O (-4.0758, -0.1306, 2.0505)  -0.965